Arrangement i

The following is a quantum chemistry calculation of a single C3H6ClN3 molecule, from the Open Molecules 2025 dataset.

Geometry (Å):
C (0.47150, 0.74674, -0.98245)
C (0.47410, 0.63152, 1.72815)
C (-0.47682, -0.42927, -0.74646)
N (1.67221, 0.94332, -0.54553)
N (2.16935, 0.10983, 0.27390)
N (1.56500, -0.10070, 1.39548)
Cl (0.37915, 0.73588, 3.55718)
H (0.05346, 1.48797, -1.66618)
H (0.29538, 1.64710, 1.26945)
H (-0.00047, -1.38231, -1.07952)
H (-1.39236, -0.35040, -1.38228)
H (-0.74542, -0.59653, 0.38363)
H (1.99636, -0.76319, 1.98138)

Its total charge is 0. For the molecular weight, the calculation gives 119.555 g/mol. The calculation puts the HOMO energy (alpha / beta) at -7.81 / -7.73 eV.

Arrangement ii

The following is a quantum chemistry calculation of a single C3H6ClN3 molecule, from the Open Molecules 2025 dataset.

Geometry (Å):
N (1.40054, -1.10482, 1.04133)
N (1.77042, -0.69288, -0.23601)
C (1.44373, 0.48208, -0.81502)
N (0.61646, 1.40358, -0.46555)
C (-0.29377, 1.34800, 0.54616)
C (-1.38130, 0.57206, 0.65641)
Cl (-1.72470, -0.72259, -0.46240)
H (0.42967, -1.32682, 1.04416)
H (1.56498, -0.36372, 1.70722)
H (2.52772, -1.20676, -0.61576)
H (2.01881, 0.63879, -1.74411)
H (-0.20479, 2.16958, 1.29499)
H (-2.14036, 0.71912, 1.47055)

Its total charge is 0. For the molecular weight, the calculation gives 119.555 g/mol. As for the SMILES: NN/C=N\C=C/Cl. The calculation puts the HOMO energy at -8.41 eV.

What should be chosen as the most stable of them? Choose arrangement ii.

Arrangement i

The following is a quantum chemistry calculation of a molecular structure, CH5NO, from the Open Molecules 2025 dataset.

Geometry (Å):
C (-1.20121, 0.23074, -0.00888)
H (-1.02278, 1.12319, -0.67748)
H (-1.79743, -0.63109, -0.86562)
H (-1.77252, 0.47045, 1.20344)
H (1.75982, -0.15948, -0.67011)
H (1.73402, -0.07242, 0.75546)
N (1.20978, 0.33385, -0.03533)
O (-0.02029, -0.55650, 0.06936)

Its total charge is 0. For the molecular weight, the calculation gives 47.057 g/mol. The calculation puts the HOMO energy at -9.90 eV.

Arrangement ii

The following is a quantum chemistry calculation of 2 unconnected molecules or ions with the total composition CH5NO, from the Open Molecules 2025 dataset.

Geometry (Å):
N (0.77066, 0.65864, -0.23472)
C (0.86836, -0.80818, 0.07604)
O (-1.63158, 0.23489, 0.16390)
H (0.09732, 0.96026, 0.51947)
H (0.05292, 0.76375, -0.97560)
H (-0.07054, -0.93349, 0.55353)
H (1.79654, -1.14556, 0.52162)
H (0.71568, -1.40711, -0.83110)

Its total charge is 0. For the molecular weight, the calculation gives 47.057 g/mol. The calculation puts the HOMO energy at -11.04 eV.

Arrangement iii

The following is a quantum chemistry calculation of 2 unconnected molecules or ions with the total composition CH5NO, from the Open Molecules 2025 dataset.

Geometry (Å):
C (-0.84638, -2.84867, -0.27831)
N (-0.39570, -2.77793, 0.91618)
H (-1.61346, -2.21299, -0.70767)
H (-0.53856, -3.70568, -0.88294)
H (0.40172, -3.40009, 0.88380)
O (1.04152, 4.60835, -0.33851)
H (0.58856, 3.75760, -0.34978)
H (0.96608, 5.14938, -1.12439)

Its total charge is 0. For the molecular weight, the calculation gives 47.057 g/mol. As for the SMILES: C=N.O. The calculation puts the HOMO energy at -10.38 eV.

What should be chosen as the most stable of them? Choose arrangement iii.

Arrangement i

The following is a quantum chemistry calculation of a molecular structure, CH5NO, from the Open Molecules 2025 dataset.

Geometry (Å):
C (0.85080, -0.56073, 0.01506)
N (-1.64011, 0.32442, 0.15696)
O (-0.95669, -0.87095, -0.15318)
H (0.99562, 0.37647, 0.29754)
H (1.22950, -0.67165, -1.01448)
H (1.25610, -1.40286, 0.51967)
H (-1.70562, 0.81666, -0.77027)
H (-2.56257, 0.15305, 0.60552)

Its total charge is 0. For the molecular weight, the calculation gives 47.057 g/mol. The calculation puts the HOMO energy at -8.65 eV.

Arrangement ii

The following is a quantum chemistry calculation of 2 unconnected molecules or ions with the total composition CH5NO, from the Open Molecules 2025 dataset.

Geometry (Å):
N (1.10199, -1.05108, 1.06702)
O (1.57906, -0.76407, -0.12616)
H (1.56927, -1.72083, 1.69522)
C (-0.86840, 0.71054, -0.53448)
H (-1.68054, 0.84775, 0.16281)
H (0.03561, 1.08901, -0.04239)
H (-1.04702, 1.21683, -1.49502)
H (-0.68997, -0.32815, -0.72700)

Its total charge is 0. For the molecular weight, the calculation gives 47.057 g/mol. As for the SMILES: N=O.C. The calculation puts the HOMO energy at -10.14 eV.

What should be chosen as the most stable of them? Choose arrangement ii.

Arrangement i

The following is a quantum chemistry calculation of 6 unconnected molecules or ions with the total composition H12O6, from the Open Molecules 2025 dataset.

Geometry (Å):
O (-4.22248, 1.36020, -1.76803)
H (-4.43293, 0.95013, -0.92016)
H (-4.24652, 0.78286, -2.52772)
O (5.61918, 1.97456, 2.14318)
H (5.55174, 2.88064, 2.46382)
H (4.70176, 1.74874, 1.93372)
O (-0.59067, -0.10036, -1.71818)
H (-0.17102, -0.93712, -1.96367)
H (0.18866, 0.44875, -1.56623)
O (-0.34359, -2.21128, 0.51465)
H (-0.40357, -1.33401, 0.11638)
H (-1.18201, -2.66495, 0.40568)
O (-4.38169, 0.35201, 1.63725)
H (-5.16800, 0.61673, 2.12816)
H (-3.65566, 0.61332, 2.21314)
O (3.90484, -1.34592, -1.19135)
H (4.80419, -1.00681, -1.25902)
H (4.02775, -2.12750, -0.64163)

Its total charge is 0. For the molecular weight, the calculation gives 108.090 g/mol. As for the SMILES: O.O.O.O.O.O. The calculation puts the HOMO energy at -10.94 eV.

Arrangement ii

The following is a quantum chemistry calculation of 6 unconnected molecules or ions with the total composition H12O6, from the Open Molecules 2025 dataset.

Geometry (Å):
O (5.68131, -3.26190, -0.50033)
H (4.79125, -3.40674, -0.17932)
H (5.96199, -2.45287, -0.07265)
O (-0.11645, 0.55389, -0.20253)
H (0.65560, 0.17270, 0.21564)
H (-0.07204, 1.48501, 0.01492)
O (-1.07624, 0.89296, -5.11152)
H (-1.43102, 1.66494, -4.67062)
H (-1.04125, 0.22206, -4.42969)
O (-3.72447, -2.09473, 0.58780)
H (-2.94319, -1.69726, 0.20326)
H (-3.39160, -2.83227, 1.09912)
O (2.26447, -2.08625, 3.18631)
H (2.63503, -1.45745, 3.80561)
H (2.12567, -2.87944, 3.70381)
O (-3.28496, 6.08377, 0.76182)
H (-3.52173, 5.50326, 0.03851)
H (-3.51236, 5.59031, 1.54987)

Its total charge is 0. For the molecular weight, the calculation gives 108.090 g/mol. As for the SMILES: O.O.O.O.O.O. The calculation puts the HOMO energy at -11.50 eV.

Arrangement iii

The following is a quantum chemistry calculation of 6 unconnected molecules or ions with the total composition H12O6, from the Open Molecules 2025 dataset.

Geometry (Å):
O (0.01028, 1.61651, -0.58266)
H (-0.89023, 1.44145, -0.68998)
H (0.15745, 1.19769, 0.31686)
O (-2.67710, -1.13244, -1.70102)
H (-2.73317, -2.03702, -2.03606)
H (-1.82592, -0.92236, -1.50227)
O (1.62140, -2.67281, -0.42453)
H (0.83383, -2.94996, 0.13287)
H (1.50815, -3.33517, -1.11142)
O (-5.05791, 1.53126, 1.16067)
H (-4.94229, 0.56051, 1.21291)
H (-4.42493, 1.80837, 1.79344)
O (2.47817, -2.71885, 1.24180)
H (1.93718, -2.59297, 2.09225)
H (2.63147, -1.84290, 0.91914)
O (3.47259, 4.19295, -0.22249)
H (3.59205, 3.22527, -0.48994)
H (4.30898, 4.63046, -0.10955)

Its total charge is 0. For the molecular weight, the calculation gives 108.090 g/mol. As for the SMILES: O.O.O.O.O.O. The calculation puts the HOMO energy at -9.17 eV.

What should be chosen as the most stable of them? Choose arrangement i.

Arrangement i

The following is a quantum chemistry calculation of 6 unconnected molecules or ions with the total composition H12O6, from the Open Molecules 2025 dataset.

Geometry (Å):
O (-1.71299, -0.38152, -2.42834)
H (-1.75735, -0.70553, -3.31822)
H (-2.50243, 0.04407, -2.29218)
O (-0.49868, -2.78735, 1.16356)
H (0.40158, -3.09387, 1.46437)
H (-0.36067, -1.98316, 0.81497)
O (0.34479, -0.96952, -0.65419)
H (-0.38087, -0.85839, -1.26479)
H (0.60874, -0.01321, -0.60082)
O (2.61594, 0.42378, 1.79424)
H (2.56665, 0.02422, 0.88575)
H (2.39334, -0.17556, 2.59257)
O (0.42743, 1.86803, 1.03372)
H (0.04128, 1.81888, 1.97470)
H (1.30073, 1.52512, 1.26129)
O (-1.32135, 1.95484, -0.99454)
H (-1.34899, 1.05792, -1.09218)
H (-0.81712, 2.25127, -0.33990)

Its total charge is 0. For the molecular weight, the calculation gives 108.090 g/mol. As for the SMILES: O.O.O.O.O.O. The calculation puts the HOMO energy at -10.88 eV.

Arrangement ii

The following is a quantum chemistry calculation of 6 unconnected molecules or ions with the total composition H12O6, from the Open Molecules 2025 dataset.

Geometry (Å):
O (-1.08745, -1.59700, 0.23682)
H (-0.23015, -1.18299, 0.15064)
H (-1.66024, -0.89447, -0.17490)
O (-4.70262, -1.46123, -0.77145)
H (-4.55847, -2.27452, -0.16821)
H (-4.67897, -0.64260, -0.28520)
O (0.37219, 1.12785, 2.12424)
H (1.08972, 0.39341, 2.03554)
H (0.33671, 1.21085, 3.08860)
O (3.30502, -1.68100, 0.42429)
H (3.24144, -1.34549, 1.33440)
H (4.13209, -2.10115, 0.29685)
O (3.20576, 0.20676, -2.04207)
H (3.25504, 1.11687, -1.62060)
H (2.25844, 0.06233, -2.19777)
O (-1.24577, 3.05146, -0.44187)
H (-2.16527, 3.16900, -0.66740)
H (-0.86748, 2.84193, -1.32189)

Its total charge is 0. For the molecular weight, the calculation gives 108.090 g/mol. As for the SMILES: O.O.O.O.O.O. The calculation puts the HOMO energy at -11.16 eV.

What should be chosen as the most stable of them? Choose arrangement i.

Arrangement i

The following is a quantum chemistry calculation of 2 unconnected molecules or ions with the total composition C2H5N3O3, from the Open Molecules 2025 dataset.

Geometry (Å):
C (-1.34332, -0.19097, -0.29451)
C (1.33207, -0.79633, 0.41698)
N (-2.44638, 0.60437, -0.44324)
N (-0.46013, 0.32488, 0.62711)
N (2.32043, 0.15310, 0.00745)
O (-1.20746, -1.24866, -0.86504)
O (1.99105, 1.13958, -0.60236)
O (3.45360, -0.14960, 0.30834)
H (1.46195, -1.20372, 1.40420)
H (0.91221, -1.43618, -0.35391)
H (-2.62720, 1.34540, 0.21265)
H (-3.24196, 0.18370, -0.89533)
H (-0.14486, 1.27445, 0.47765)

Its total charge is 0. For the molecular weight, the calculation gives 119.080 g/mol. The calculation puts the HOMO energy (alpha / beta) at -10.16 / -10.16 eV.

Arrangement ii

The following is a quantum chemistry calculation of a single C2H5N3O3 molecule, from the Open Molecules 2025 dataset.

Geometry (Å):
N (-1.82821, 0.16294, 1.32189)
N (-1.05569, -0.96896, 1.12341)
C (0.19013, -0.92272, 0.48516)
O (0.79238, -1.78003, -0.13582)
O (0.61875, 0.35560, 0.65919)
N (1.56203, 0.64543, -0.34702)
C (0.94941, 0.97891, -1.61154)
O (-0.19777, 0.95661, -1.88730)
H (-1.95597, 0.70956, 0.38243)
H (-1.36639, 0.83813, 1.85346)
H (-1.48147, -1.87003, 1.03466)
H (1.97355, -0.29417, -0.58915)
H (1.79925, 1.18872, -2.28936)

Its total charge is 0. For the molecular weight, the calculation gives 119.080 g/mol. As for the SMILES: NNC(=O)ONC=O. The calculation puts the HOMO energy at -10.23 eV.

What should be chosen as the most stable of them? Choose arrangement ii.